Record 1
Density functional theory data (ωB97M-V/def2-TZVPD) for a cluster of 11 separate species, C29H80O11 in total at a distorted geometry.

Results
- LUMO level (eV) = 0.4637
- Kohn-Sham gap (eV) = 10.159
- energy above the lowest of the compared OMol25 structures with the same formula, charge and spin (eV) = 1.428
- spin multiplicity = 1
- E_tot (a.u.) = -1980.476584

Each atom is followed by the atoms it is bonded to, with distances in Å.
Geometry (Å):
1 C 13.40551 15.45423 14.19136  C2 1.525, H5 1.084, H6 1.082, H7 1.079
2 C 13.77084 14.49338 15.31812  C1 1.525, C3 1.506, O4 1.438, H8 1.096
3 C 15.16089 14.76900 15.82842  C2 1.506, H9 1.087, H10 1.095, H11 1.099
4 O 12.79173 14.57924 16.36808  C2 1.438, H12 0.979
5 H 12.45736 15.22821 13.71628  C1 1.084
6 H 14.22136 15.46531 13.48121  C1 1.082
7 H 13.27552 16.39006 14.71180  C1 1.079
8 H 13.67712 13.46314 14.95681  C2 1.096
9 H 15.97222 14.29513 15.28087  C3 1.087
10 H 15.24342 14.52902 16.89398  C3 1.095
11 H 15.36742 15.84660 15.76285  C3 1.099
12 H 13.07843 13.97745 17.08567  O4 0.979
13 C 12.71443 18.32850 10.58140  C14 1.525, H17 1.100, H18 1.091, H19 1.071
14 C 12.32366 18.35998 9.10725  C13 1.525, C15 1.526, O16 1.409, H20 1.086
15 C 12.45444 16.94845 8.54316  C14 1.526, H21 1.112, H22 1.074, H23 1.094
16 O 11.05168 18.95313 8.98095  C14 1.409, H24 0.976
17 H 12.02052 17.74633 11.20589  C13 1.100
18 H 12.78699 19.36868 10.90138  C13 1.091
19 H 13.67006 17.86946 10.73580  C13 1.071
20 H 13.02631 19.00553 8.58913  C14 1.086
21 H 12.35184 16.97447 7.43655  C15 1.112
22 H 11.58007 16.38499 8.81089  C15 1.074
23 H 13.39155 16.47098 8.84600  C15 1.094
24 H 10.42539 18.23647 9.19603  O16 0.976
25 C 16.81297 16.76530 8.83449  C26 1.493, H29 1.080, H30 1.084, H31 1.107
26 C 16.15533 15.60268 9.50164  C25 1.493, C27 1.514, O28 1.461, H32 1.101
27 C 15.69483 14.55454 8.51136  C26 1.514, H33 1.103, H34 1.110, H35 1.095
28 O 17.01240 14.93537 10.47815  C26 1.461, H36 0.966
29 H 17.09805 17.57041 9.49562  C25 1.080
30 H 16.19613 17.18773 8.05022  C25 1.084
31 H 17.66707 16.34934 8.26684  C25 1.107
32 H 15.35479 16.00002 10.14450  C26 1.101
33 H 16.54481 14.18335 7.91395  C27 1.103
34 H 14.93430 14.96315 7.81315  C27 1.110
35 H 15.35809 13.66719 9.05768  C27 1.095
36 H 17.80796 14.63453 10.02095  O28 0.966
37 C 17.09014 10.38804 8.26467  C38 1.500, H41 1.083, H42 1.067, H43 1.086
38 C 15.77161 9.68789 8.12115  C37 1.500, C39 1.508, O40 1.457, H44 1.111
39 C 14.65483 10.68953 8.27134  C38 1.508, H45 1.102, H46 1.090, H47 1.095
40 O 15.65282 9.13136 6.78036  C38 1.457, H48 0.959
41 H 17.02257 11.20232 7.55436  C37 1.083
42 H 17.90061 9.75255 7.98674  C37 1.067
43 H 17.23699 10.84018 9.24149  C37 1.086
44 H 15.73389 8.82745 8.82240  C38 1.111
45 H 14.73672 11.28685 9.19419  C39 1.102
46 H 13.69998 10.16552 8.31036  C39 1.090
47 H 14.65586 11.33384 7.38565  C39 1.095
48 H 15.90982 8.20773 6.76615  O40 0.959
49 C 12.10668 13.64925 6.23562  C50 1.541, H53 1.092, H54 1.081, H55 1.097
50 C 11.18965 13.69390 7.47362  C49 1.541, C51 1.504, O52 1.466, H56 1.101
51 C 9.83471 14.14992 7.00737  C50 1.504, H57 1.098, H58 1.097, H59 1.076
52 O 11.04105 12.41161 8.16878  C50 1.466, H60 0.962
53 H 12.14576 14.62921 5.75604  C49 1.092
54 H 11.65828 12.94823 5.54633  C49 1.081
55 H 13.14198 13.41313 6.51279  C49 1.097
56 H 11.55864 14.39884 8.23457  C50 1.101
57 H 9.39672 13.52265 6.21996  C51 1.098
58 H 9.86131 15.18435 6.64201  C51 1.097
59 H 9.14495 14.04922 7.82750  C51 1.076
60 H 10.68413 11.79490 7.52224  O52 0.962
61 C 12.74762 9.63235 11.90375  C62 1.493, H65 1.109, H66 1.095, H67 1.076
62 C 11.67505 8.68019 11.48998  C61 1.493, C63 1.518, O64 1.428, H68 1.121
63 C 12.25100 7.56711 10.63294  C62 1.518, H69 1.084, H70 1.072, H71 1.090
64 O 10.97090 8.11931 12.59816  C62 1.428, H72 0.978
65 H 13.25782 10.06594 11.02027  C61 1.109
66 H 13.52730 9.10074 12.46016  C61 1.095
67 H 12.37152 10.42668 12.52528  C61 1.076
68 H 10.87334 9.26128 10.96400  C62 1.121
69 H 11.49862 6.86215 10.29670  C63 1.084
70 H 12.91647 7.04656 11.29273  C63 1.072
71 H 12.83193 7.94922 9.79393  C63 1.090
72 H 11.66694 7.65908 13.10840  O64 0.978
73 C 7.46332 10.91335 11.55242  C74 1.510, H77 1.074, H78 1.100, H79 1.097
74 C 7.04991 10.51421 10.15628  C73 1.510, C75 1.540, O76 1.428, H80 1.092
75 C 8.26953 10.58970 9.21832  C74 1.540, H81 1.087, H82 1.098, H83 1.108
76 O 6.44585 9.22067 10.14610  C74 1.428, H84 0.970
77 H 6.74266 10.56082 12.26718  C73 1.074
78 H 7.58382 12.00067 11.67204  C73 1.100
79 H 8.46497 10.49274 11.70694  C73 1.097
80 H 6.28623 11.17861 9.74532  C74 1.092
81 H 8.90131 11.44688 9.43652  C75 1.087
82 H 7.98728 10.43332 8.16867  C75 1.098
83 H 8.90274 9.69157 9.35680  C75 1.108
84 H 7.12776 8.56190 10.35245  O76 0.970
85 C 15.57896 12.45373 12.60474  C86 1.522, H89 1.109, H90 1.095, H91 1.083
86 C 16.31810 11.19978 12.16086  C85 1.522, C87 1.524, O88 1.452, H92 1.089
87 C 17.80972 11.47278 12.00970  C86 1.524, H93 1.092, H94 1.094, H95 1.071
88 O 16.18143 10.11049 13.11124  C86 1.452, H96 0.959
89 H 14.49166 12.32258 12.78148  C85 1.109
90 H 15.73089 13.26229 11.88235  C85 1.095
91 H 16.06082 12.78134 13.51742  C85 1.083
92 H 15.85991 10.79394 11.26065  C86 1.089
93 H 18.17543 11.83529 12.97275  C87 1.092
94 H 18.02915 12.25022 11.27194  C87 1.094
95 H 18.33055 10.59397 11.68810  C87 1.071
96 H 16.83575 10.26562 13.79491  O88 0.959
97 C 8.31129 14.79127 10.44443  C98 1.501, H101 1.090, H102 1.110, H103 1.087
98 C 8.59256 16.26362 10.51741  C97 1.501, C99 1.513, O100 1.463, H104 1.082
99 C 9.56225 16.52751 11.64834  C98 1.513, H105 1.092, H106 1.089, H107 1.087
100 O 9.22758 16.81299 9.31993  C98 1.463, H108 0.970
101 H 9.24305 14.22904 10.50761  C97 1.090
102 H 7.67830 14.53502 9.56968  C97 1.110
103 H 7.73590 14.50898 11.32235  C97 1.087
104 H 7.70802 16.87549 10.63771  C98 1.082
105 H 9.24691 16.04323 12.57529  C99 1.092
106 H 9.68734 17.57921 11.90264  C99 1.089
107 H 10.55394 16.20471 11.34196  C99 1.087
108 H 8.55257 16.89747 8.62893  O100 0.970
109 C 12.53561 13.52273 10.88007  O110 1.418, H111 1.109, H112 1.095, H113 1.102
110 O 11.41878 12.65003 10.91584  C109 1.418, H114 0.977
111 H 12.35254 14.46750 10.32950  C109 1.109
112 H 12.65748 13.79825 11.93304  C109 1.095
113 H 13.44141 13.06155 10.45448  C109 1.102
114 H 11.26678 12.30564 10.01440  O110 0.977
115 C 10.19646 12.46251 14.22888  O116 1.423, H117 1.086, H118 1.095, H119 1.094
116 O 9.62275 13.13750 13.11522  C115 1.423, H120 0.958
117 H 10.57246 11.49190 13.91757  C115 1.086
118 H 11.05524 12.99377 14.65332  C115 1.095
119 H 9.43057 12.31473 14.99649  C115 1.094
120 H 10.13136 12.84863 12.35664  O116 0.958

Löwdin population analysis, charges in e, atoms 1 to 99: C -0.046; C -0.507; C -0.056; O -0.066; H 0.062; H 0.078; H 0.083; H 0.118; H 0.064; H 0.080; H 0.086; H 0.097; C -0.046; C -0.488; C -0.056; O -0.045; H 0.063; H 0.085; H 0.052; H 0.131; H 0.095; H 0.034; H 0.059; H 0.045; C -0.059; C -0.494; C -0.058; O -0.074; H 0.082; H 0.079; H 0.093; H 0.124; H 0.088; H 0.080; H 0.057; H 0.081; C -0.052; C -0.484; C -0.063; O -0.056; H 0.079; H 0.075; H 0.061; H 0.145; H 0.059; H 0.072; H 0.085; H 0.081; C -0.037; C -0.436; C -0.061; O -0.080; H 0.081; H 0.078; H 0.066; H 0.104; H 0.091; H 0.092; H 0.050; H 0.093; C -0.062; C -0.516; C -0.047; O -0.054; H 0.079; H 0.086; H 0.062; H 0.133; H 0.080; H 0.073; H 0.072; H 0.096; C -0.047; C -0.489; C -0.058; O -0.054; H 0.079; H 0.067; H 0.079; H 0.134; H 0.057; H 0.081; H 0.074; H 0.092; C -0.047; C -0.466; C -0.056; O -0.059; H 0.074; H 0.066; H 0.063; H 0.109; H 0.087; H 0.071; H 0.074; H 0.073; C -0.059; C -0.436; C -0.048

Record 2
Density functional theory data (ωB97M-V/def2-TZVPD) for a cluster of 11 separate species, C29H80O11 in total at a distorted geometry.

Results
- LUMO level (eV) = 0.2551
- Kohn-Sham gap (eV) = 9.678
- energy above the lowest of the compared OMol25 structures with the same formula, charge and spin (eV) = 14.965
- spin multiplicity = 1
- E_tot (a.u.) = -1979.979089

Each atom is followed by the atoms it is bonded to, with distances in Å.
Geometry (Å):
1 C 0.75450 2.57310 -4.65062  O2 1.442, H3 1.139, H4 1.161, H5 0.924
2 O 0.72763 3.04800 -3.28918  C1 1.442, H6 0.918
3 H 0.81222 1.45644 -4.43376  C1 1.139
4 H 1.65509 3.08488 -5.17452  C1 1.161
5 H -0.04353 2.85167 -5.02302  C1 0.924
6 H 0.37148 3.89424 -3.29930  O2 0.918
7 C 2.10452 -4.10769 -0.73667  O8 1.421, H9 1.081, H10 1.107, H11 1.111
8 O 1.36866 -5.23531 -0.28353  C7 1.421, H12 1.035
9 H 2.64877 -4.06534 -1.66944  C7 1.081
10 H 2.98160 -3.89144 -0.09730  C7 1.107
11 H 1.36745 -3.28022 -0.81339  C7 1.111
12 H 0.72405 -5.46733 -1.05886  O8 1.035
13 C 0.65661 -0.27100 0.37373  C14 1.505, H17 1.198, H18 1.014, H19 1.079
14 C 0.25883 0.60001 -0.78788  C13 1.505, C15 1.410, O16 1.393, H20 0.998
15 C -1.07519 1.04429 -0.89512  C14 1.410, H21 1.120, H22 1.052, H23 1.141
16 O 1.09551 1.70633 -0.65799  C14 1.393, H24 0.977
17 H 0.52930 0.18463 1.47470  C13 1.198
18 H 1.62191 -0.54206 0.22447  C13 1.014
19 H -0.05037 -1.08193 0.45160  C13 1.079
20 H 0.41787 0.25857 -1.71216  C14 0.998
21 H -1.36391 1.81599 -1.65382  C15 1.120
22 H -1.37200 1.48872 0.01113  C15 1.052
23 H -1.59399 0.05881 -1.14429  C15 1.141
24 H 1.11846 2.19952 -1.50157  O16 0.977
25 C -1.42567 4.69130 -1.14581  C26 1.555, H29 1.168, H30 0.992, H31 0.972
26 C -0.61814 5.90274 -1.69246  C25 1.555, C27 1.568, O28 1.344, H32 1.039
27 C 0.80339 5.95070 -1.03233  C26 1.568, H33 1.020, H34 1.144, H35 1.020
28 O -0.52694 5.67949 -3.01466  C26 1.344, H36 1.083
29 H -1.58073 4.76919 0.00936  C25 1.168
30 H -0.82286 3.94574 -1.40058  C25 0.992
31 H -2.14464 4.30352 -1.67250  C25 0.972
32 H -1.00415 6.79558 -1.32763  C26 1.039
33 H 1.38029 5.11664 -1.13991  C27 1.020
34 H 0.58875 6.01533 0.08919  C27 1.144
35 H 1.37372 6.66421 -1.48704  C27 1.020
36 H -0.49836 6.65083 -3.49234  O28 1.083
37 C 5.22646 -0.26588 -1.20046  C38 1.607, H41 0.976, H42 1.154, H43 1.111
38 C 3.89023 -0.16983 -2.08755  C37 1.607, C39 1.440, O40 1.508, H44 1.007
39 C 3.64422 1.07836 -2.76259  C38 1.440, H45 1.146, H46 1.136, H47 1.062
40 O 4.10663 -1.20845 -3.15923  C38 1.508, H48 0.909
41 H 5.93675 0.04472 -1.79316  C37 0.976
42 H 5.34873 -1.32947 -0.76860  C37 1.154
43 H 5.29124 0.44194 -0.34638  C37 1.111
44 H 2.97864 -0.42149 -1.74269  C38 1.007
45 H 2.77218 1.13229 -3.50424  C39 1.146
46 H 4.49169 1.20252 -3.50848  C39 1.136
47 H 3.50335 1.91302 -2.12080  C39 1.062
48 H 3.32521 -1.47805 -3.53740  O40 0.909
49 C 4.35529 -0.17880 2.58463  C50 1.541, H53 1.127, H54 1.106, H55 1.020
50 C 3.96187 -1.64843 2.82995  C49 1.541, C51 1.519, O52 1.380, H56 1.068
51 C 4.66021 -2.31204 4.00395  C50 1.519, H57 1.023, H58 1.111, H59 1.019
52 O 2.60646 -1.52155 3.05417  C50 1.380, H60 0.937
53 H 5.46384 0.00766 2.50578  C49 1.127
54 H 4.04044 0.18058 3.58257  C49 1.106
55 H 3.79117 0.38996 1.95330  C49 1.020
56 H 4.09999 -2.19655 1.92364  C50 1.068
57 H 4.20953 -1.98784 4.86344  C51 1.023
58 H 5.76029 -2.25986 4.14909  C51 1.111
59 H 4.41684 -3.29846 4.08433  C51 1.019
60 H 2.20718 -2.35418 2.89773  O52 0.937
61 C -2.05300 -3.25390 0.55786  C62 1.411, H65 1.058, H66 1.002, H67 1.113
62 C -2.29941 -4.52142 -0.01004  C61 1.411, C63 1.647, O64 1.444, H68 1.145
63 C -3.85507 -4.68015 -0.52655  C62 1.647, H69 1.123, H70 1.295, H71 0.993
64 O -1.50260 -4.70031 -1.20054  C62 1.444, H72 0.916
65 H -1.02317 -3.10437 0.74836  C61 1.058
66 H -2.68367 -3.10664 1.32226  C61 1.002
67 H -1.96310 -2.40929 -0.16084  C61 1.113
68 H -2.07334 -5.38526 0.70594  C62 1.145
69 H -4.04587 -5.64118 -1.07560  C63 1.123
70 H -4.00960 -3.81542 -1.47778  C63 1.295
71 H -4.52519 -4.59093 0.20041  C63 0.993
72 H -1.37881 -5.59098 -1.37602  O64 0.916
73 C 0.77990 3.42315 2.80995  C74 1.624, H77 1.206, H78 1.201, H79 1.105
74 C 2.38582 3.58589 2.98558  C73 1.624, C75 1.507, O76 1.392, H80 1.134
75 C 2.96898 4.51309 1.94996  C74 1.507, H81 1.067, H82 1.048, H83 1.196
76 O 2.72906 4.01505 4.26454  C74 1.392, H84 0.937
77 H 0.14149 3.07638 1.84753  C73 1.206
78 H 0.06620 4.38586 2.89436  C73 1.201
79 H 0.50281 2.67017 3.56988  C73 1.105
80 H 2.81883 2.54847 2.83616  C74 1.134
81 H 3.99338 4.21686 1.97699  C75 1.067
82 H 2.63534 5.49975 2.06787  C75 1.048
83 H 2.53195 4.34175 0.84999  C75 1.196
84 H 2.43366 3.43417 4.93822  O76 0.937
85 C -0.77731 -1.60213 5.41072  C86 1.566, H89 1.047, H90 1.229, H91 1.102
86 C -0.65712 -0.76125 4.09514  C85 1.566, C87 1.551, O88 1.422, H92 1.125
87 C -1.87964 0.14227 3.78645  C86 1.551, H93 1.031, H94 1.184, H95 0.984
88 O 0.54257 0.00081 4.13747  C86 1.422, H96 0.966
89 H 0.06339 -2.22480 5.37453  C85 1.047
90 H -1.59681 -2.51677 5.36591  C85 1.229
91 H -0.82736 -0.92720 6.28078  C85 1.102
92 H -0.61056 -1.53888 3.28412  C86 1.125
93 H -1.89300 0.77195 4.60278  C87 1.031
94 H -2.84639 -0.54173 3.76320  C87 1.184
95 H -1.63282 0.70280 3.01577  C87 0.984
96 H 1.37284 -0.45626 3.94905  O88 0.966
97 C -4.44112 -0.34697 0.71158  C98 1.465, H101 1.043, H102 1.102, H103 1.059
98 C -5.81528 -0.29169 0.20619  C97 1.465, C99 1.583, O100 1.426, H104 1.097
99 C -6.44587 -1.74273 0.14081  C98 1.583, H105 1.149, H106 0.976, H107 1.025
100 O -6.60287 0.41290 1.16387  C98 1.426, H108 1.040
101 H -3.83976 0.50257 0.63819  C97 1.043
102 H -3.94685 -1.03858 0.00990  C97 1.102
103 H -4.29110 -0.69875 1.69865  C97 1.059
104 H -5.73937 0.33186 -0.69357  C98 1.097
105 H -6.58094 -2.29864 1.13692  C99 1.149
106 H -5.98185 -2.28765 -0.52299  C99 0.976
107 H -7.27270 -1.75913 -0.46476  C99 1.025
108 H -6.08482 1.31176 1.23299  O100 1.040
109 C -1.89946 -0.86713 -4.34667  C110 1.538, H113 1.090, H114 1.207, H115 0.981
110 C -2.15436 -2.14237 -3.52577  C109 1.538, C111 1.582, O112 1.408, H116 0.941
111 C -2.86043 -3.28923 -4.35565  C110 1.582, H117 1.058, H118 1.002, H119 1.031
112 O -0.89885 -2.47388 -2.98265  C110 1.408, H120 1.111
113 H -1.30557 -0.16703 -3.75828  C109 1.090
114 H -2.96771 -0.41693 -4.68245  C109 1.207
115 H -1.22784 -1.16556 -4.99669  C109 0.981
116 H -2.69478 -1.87411 -2.80374  C110 0.941
117 H -3.10401 -3.95927 -3.57435  C111 1.058
118 H -2.21633 -3.73949 -4.97688  C111 1.002
119 H -3.75215 -3.10071 -4.83669  C111 1.031
120 H -1.03692 -3.42713 -2.42988  O112 1.111

Löwdin population analysis, charges in e, atoms 1 to 99: C -0.072; O -0.132; H 0.103; H 0.126; H -0.016; H 0.000; C -0.177; O -0.149; H 0.067; H 0.078; H 0.074; H 0.110; C 0.005; C -0.565; C -0.064; O -0.055; H 0.134; H 0.028; H 0.052; H 0.092; H 0.097; H 0.067; H 0.108; H 0.056; C -0.015; C -0.505; C -0.023; O -0.064; H 0.138; H -0.011; H 0.021; H 0.108; H 0.026; H 0.112; H 0.045; H 0.208; C 0.005; C -0.399; C -0.083; O -0.057; H 0.001; H 0.107; H 0.076; H 0.073; H 0.085; H 0.113; H 0.071; H 0.023; C -0.030; C -0.478; C -0.026; O -0.051; H 0.106; H 0.089; H 0.027; H 0.118; H 0.052; H 0.107; H 0.043; H 0.095; C -0.080; C -0.419; C -0.007; O -0.075; H 0.068; H 0.060; H 0.095; H 0.168; H 0.076; H 0.147; H -0.006; H 0.059; C -0.065; C -0.492; C -0.059; O -0.023; H 0.087; H 0.096; H 0.031; H 0.130; H 0.065; H 0.054; H 0.112; H 0.072; C -0.060; C -0.492; C -0.026; O -0.073; H 0.024; H 0.130; H 0.080; H 0.123; H 0.048; H 0.130; H 0.003; H 0.048; C -0.088; C -0.465; C -0.015